1.
ORCA calculation (wB97M-V/def2-TZVPD) on a 2-piece molecular cluster, C3H7O2S overall in a non-equilibrium geometry.

Element x y z (Å)
C  0.7243  0.3123  0.6223
C  1.4426  1.5178  0.1675
C  -1.8873  -1.2278  0.2737
O  -1.8469  1.3032  0.8472
O  -1.1017  0.6476  -1.4826
S  -0.9986  0.4514  0.0023
H  0.9523  -0.7828  -0.5536
H  1.3105  2.5907  0.7837
H  1.4217  1.8531  -0.9083
H  2.5546  1.2399  0.3560
H  -1.8980  -2.0615  -0.4620
H  -1.3090  -1.3739  1.1295
H  -2.9844  -1.0137  0.5747

- Strongest force on any atom: 4.61 eV/Å
- Energy above the lowest of the compared OMol25 structures with the same formula, charge and spin: 543.3 kJ/mol
- Charge: -1
- Spin multiplicity: 1
- E_LUMO: 3.990 eV
- HOMO: -3.29 eV
- Electronic energy: -667.0364 Eh

---

2.
ORCA calculation (wB97M-V/def2-TZVPD) on a 2-piece molecular cluster, C3H7O3 overall.

Element x y z (Å)
O  -3.1200  -0.2297  0.8141
C  -2.3993  -1.0736  0.2591
O  -1.3542  -0.9273  -0.4069
H  -2.7831  -2.1408  0.3756
H  0.1378  -0.6966  -1.2860
C  1.4857  0.6553  -0.6575
O  1.0875  -0.4586  -1.4068
C  0.9497  0.6398  0.7774
H  1.1237  1.5805  -1.1308
H  2.5753  0.6567  -0.7489
H  0.9931  -0.3123  1.3003
H  -0.0953  0.9158  0.6707
H  1.3990  1.3908  1.4397

- Strongest force on any atom: 0.89 eV/Å
- Energy above the lowest of the compared OMol25 structures with the same formula, charge and spin: 77.5 kJ/mol
- Charge: -1
- Spin multiplicity: 1
- E_LUMO: 4.131 eV
- HOMO: -4.35 eV
- Electronic energy: -344.2807 Eh

---

3.
ORCA calculation (wB97M-V/def2-TZVPD) on a 2-piece molecular cluster, C3H7O3 overall in a non-equilibrium geometry.

Element x y z (Å)
C  0.5926  1.2772  2.1917
C  0.5390  1.3411  0.6432
O  0.8044  2.4384  0.1105
O  0.2748  0.2492  0.0718
H  1.6096  0.9675  2.4472
H  -0.0489  0.4389  2.4865
H  0.2647  2.1458  2.7589
C  -1.0501  -1.8400  -0.7991
O  -0.8483  -2.5608  -2.0634
H  0.0970  -2.4383  -2.2383
H  -0.4324  -2.2037  0.0160
H  -0.8335  -0.7821  -0.9679
H  -2.0564  -2.1762  -0.5331

- Strongest force on any atom: 1.66 eV/Å
- Energy above the lowest of the compared OMol25 structures with the same formula, charge and spin: 133.2 kJ/mol
- Charge: -1
- Spin multiplicity: 1
- E_LUMO: 3.961 eV
- HOMO: -4.10 eV
- Electronic energy: -344.2595 Eh

---

4.
ORCA calculation (wB97M-V/def2-TZVPD) on a 2-piece molecular cluster, C3H7O3 overall in a non-equilibrium geometry.

Element x y z (Å)
O  1.9777  1.7353  -1.9435
C  1.9105  1.0111  -0.9392
O  0.9512  0.3277  -0.5106
H  2.8670  0.9452  -0.3464
H  -0.4900  0.4955  0.4100
C  -1.0454  -1.0479  1.3172
O  -1.1651  0.3461  1.1451
C  -2.0661  -1.8640  0.5167
H  -1.1369  -1.2905  2.3997
H  -0.0568  -1.4481  1.1104
H  -2.0015  -1.6243  -0.5462
H  -3.0672  -1.6682  0.9040
H  -1.8063  -2.9198  0.6442

- Strongest force on any atom: 1.51 eV/Å
- Energy above the lowest of the compared OMol25 structures with the same formula, charge and spin: 71.5 kJ/mol
- Charge: -1
- Spin multiplicity: 1
- E_LUMO: 4.065 eV
- HOMO: -4.43 eV
- Electronic energy: -344.2830 Eh

---

5.
ORCA calculation (wB97M-V/def2-TZVPD) on a 2-piece molecular cluster, C3H7O3 overall in a non-equilibrium geometry.

Element x y z (Å)
C  -1.3555  -1.7062  -0.7842
C  0.0537  -1.2160  -0.1772
O  0.0692  -1.1485  1.0727
O  0.9328  -0.9979  -1.0292
H  -1.1365  -1.9027  -1.8203
H  -2.0687  -0.8674  -0.7477
H  -1.9346  -2.5352  -0.3572
C  0.3246  2.5180  -0.0915
O  0.1873  2.0083  1.2422
H  0.1150  1.0654  1.2028
H  1.3994  2.6548  -0.2815
H  -0.1257  1.7827  -0.7677
H  -0.1918  3.4830  -0.0952

- Strongest force on any atom: 1.97 eV/Å
- Energy above the lowest of the compared OMol25 structures with the same formula, charge and spin: 95.3 kJ/mol
- Charge: -1
- Spin multiplicity: 1
- E_LUMO: 4.137 eV
- HOMO: -4.21 eV
- Electronic energy: -344.2739 Eh

---

6.
ORCA calculation (wB97M-V/def2-TZVPD) on a 2-piece molecular cluster, C3H7O3P overall in a non-equilibrium geometry.

Element x y z (Å)
C  1.1510  0.4627  0.4081
C  -0.9908  -1.1586  -0.6834
C  0.0530  -0.0155  1.2511
O  2.2832  0.0027  0.2971
O  -1.3247  -0.3100  -1.6681
O  0.3043  -1.0595  2.1568
P  0.5359  1.7353  -0.9517
H  -0.2318  -1.8915  -0.8337
H  -1.9724  -1.3493  -0.1431
H  -0.7428  0.6095  1.5700
H  -0.7603  -0.0944  -2.4262
H  0.9419  -1.6588  1.7210
H  -0.6214  2.0933  -0.3540
H  1.3749  2.6339  -0.3439

- Strongest force on any atom: 3.10 eV/Å
- Energy above the lowest of the compared OMol25 structures with the same formula, charge and spin: 506.1 kJ/mol
- Spin multiplicity: 1
- E_LUMO (spin up / spin down): -0.324 / 0.003 eV
- HOMO (spin up / spin down): -8.07 / -8.14 eV
- Electronic energy: -685.4310 Eh

---

7.
ORCA calculation (wB97M-V/def2-TZVPD) on a 2-piece molecular cluster, C3H7O3PS overall in a non-equilibrium geometry.

Element x y z (Å)
C  -3.3306  -1.8189  -0.4376
C  0.3272  1.9052  1.1123
C  0.4887  -0.1453  -0.4273
O  2.6885  -0.3596  -1.6260
O  2.3721  -1.8638  0.3669
O  2.8504  0.5827  0.8544
P  2.3906  -0.4379  -0.1420
S  0.0441  1.5102  -0.6509
H  -3.7959  -1.4630  -1.3788
H  -2.3586  -2.2290  -0.8362
H  -2.9930  -1.0293  0.1979
H  0.3772  2.9395  1.0519
H  1.1558  1.5214  1.7666
H  -0.6128  1.5116  1.5087
H  0.3962  -0.6237  -1.3599

- Strongest force on any atom: 2.77 eV/Å
- Energy above the lowest of the compared OMol25 structures with the same formula, charge and spin: 564.2 kJ/mol
- Charge: -2
- Spin multiplicity: 1
- E_LUMO (spin up / spin down): 5.331 / 4.357 eV
- HOMO (spin up / spin down): -0.42 / 1.48 eV
- Electronic energy: -1083.6255 Eh

---

8.
ORCA calculation (wB97M-V/def2-TZVPD) on C3H7O3Rh as an isolated structure in a non-equilibrium geometry.

Element x y z (Å)
O  -0.3780  1.4790  0.9211
C  -0.8709  1.1220  -0.1847
C  -0.4819  -0.1672  -0.7313
O  -0.1463  -0.9289  0.4255
C  -0.2210  -2.3466  0.2922
Rh  1.0739  0.2315  1.5051
H  -1.7946  1.5815  -0.5645
H  -1.2940  -0.6338  -1.3048
H  0.6114  -2.7847  0.8503
H  -1.1683  -2.6583  0.7507
H  -0.1424  -2.6652  -0.7546
O  2.3062  0.3133  0.0974
H  0.8903  -0.0427  -1.2503
H  2.9934  -0.3444  -0.0252

- Strongest force on any atom: 3.90 eV/Å
- Energy above the lowest of the compared OMol25 structures with the same formula, charge and spin: 186.5 kJ/mol
- Charge: +2
- Spin multiplicity: 5
- E_LUMO (spin up / spin down): -10.200 / -13.190 eV
- HOMO (spin up / spin down): -20.25 / -20.78 eV
- Electronic energy: -453.8037 Eh

---

Copy entry 3 word for word.
ORCA calculation (wB97M-V/def2-TZVPD) on a 2-piece molecular cluster, C3H7O3 overall in a non-equilibrium geometry.

Element x y z (Å)
C  0.5926  1.2772  2.1917
C  0.5390  1.3411  0.6432
O  0.8044  2.4384  0.1105
O  0.2748  0.2492  0.0718
H  1.6096  0.9675  2.4472
H  -0.0489  0.4389  2.4865
H  0.2647  2.1458  2.7589
C  -1.0501  -1.8400  -0.7991
O  -0.8483  -2.5608  -2.0634
H  0.0970  -2.4383  -2.2383
H  -0.4324  -2.2037  0.0160
H  -0.8335  -0.7821  -0.9679
H  -2.0564  -2.1762  -0.5331

- Strongest force on any atom: 1.66 eV/Å
- Energy above the lowest of the compared OMol25 structures with the same formula, charge and spin: 133.2 kJ/mol
- Charge: -1
- Spin multiplicity: 1
- E_LUMO: 3.961 eV
- HOMO: -4.10 eV
- Electronic energy: -344.2595 Eh

---

- Which formula does entry 2 have?
  C3H7O3